1.
{"formula": "C2H8N4O", "method": "ωB97M-V with the def2-TZVPD basis set", "species": ["C", "C", "N", "N", "N", "N", "O", "H", "H", "H", "H", "H", "H", "H", "H"], "coordinates": [[-1.67, -1.33, -0.06], [2.09, 0.28, -0.83], [-2.49, -0.15, -0.24], [-2.07, 0.92, 0.12], [-1.04, 1.30, 0.78], [0.81, 0.06, 0.97], [1.85, 0.75, 0.44], [-2.04, -2.05, 0.71], [-0.67, -1.05, 0.25], [-1.44, -1.92, -1.01], [2.42, -0.70, -0.77], [2.79, 1.00, -1.27], [1.17, 0.37, -1.50], [-0.55, 2.13, 0.47], [0.82, 0.38, 1.96]], "nbo_charge": [-0.53, -0.25, -0.18, 0.11, -0.43, -0.26, -0.37, 0.22, 0.24, 0.21, 0.18, 0.19, 0.17, 0.37, 0.33], "relative_energy_ev": 7.997, "charge": 0, "gap_ha": [0.32039, 0.31077]}



2.
{"formula": "C26H62N8O10P2", "method": "ωB97M-V with the def2-TZVPD basis set", "species": ["N", "P", "O", "P", "C", "C", "C", "C", "O", "C", "O", "H", "H", "H", "H", "H", "H", "H", "H", "H", "H", "H", "H", "H", "C", "N", "C", "C", "O", "H", "H", "H", "H", "H", "H", "H", "C", "N", "C", "C", "O", "H", "H", "H", "H", "H", "H", "H", "C", "N", "C", "C", "O", "H", "H", "H", "H", "H", "H", "H", "C", "N", "C", "C", "O", "H", "H", "H", "H", "H", "H", "H", "C", "N", "C", "C", "O", "H", "H", "H", "H", "H", "H", "H", "C", "N", "C", "C", "O", "H", "H", "H", "H", "H", "H", "H", "C", "N", "C", "C", "O", "H", "H", "H", "H", "H", "H", "H"], "coordinates": [[-0.62, 5.18, -1.15], [0.20, 6.37, -0.17], [-1.04, 7.35, 0.28], [0.76, 5.39, 1.74], [0.95, 3.62, 1.26], [-0.33, 2.78, 1.18], [-0.37, 1.72, 0.08], [0.92, 0.95, -0.12], [0.89, 0.42, -1.47], [2.03, -0.23, -1.80], [3.14, 0.28, -1.81], [-1.46, 4.83, -0.72], [0.03, 4.41, -1.29], [-1.34, 7.79, -0.52], [-0.39, 5.36, 2.57], [1.53, 3.60, 0.33], [1.61, 3.19, 2.01], [-0.54, 2.35, 2.15], [-1.15, 3.47, 0.99], [-1.13, 0.98, 0.37], [-0.69, 2.11, -0.88], [0.97, 0.10, 0.56], [1.80, 1.57, -0.03], [1.86, -1.28, -2.06], [-4.22, 6.03, -4.49], [-3.60, 7.00, -3.59], [-2.29, 7.28, -3.43], [-1.30, 6.52, -4.27], [-1.93, 8.13, -2.62], [-4.90, 6.54, -5.17], [-4.78, 5.30, -3.92], [-3.47, 5.51, -5.08], [-4.21, 7.54, -2.99], [-0.30, 6.85, -4.02], [-1.37, 5.45, -4.06], [-1.48, 6.69, -5.33], [-0.92, -4.89, -2.35], [-0.33, -4.12, -1.26], [0.97, -4.12, -0.85], [1.93, -5.02, -1.58], [1.31, -3.41, 0.08], [-1.35, -4.23, -3.09], [-1.71, -5.54, -1.96], [-0.17, -5.51, -2.83], [-0.92, -3.50, -0.74], [2.91, -4.91, -1.13], [1.62, -6.06, -1.49], [1.99, -4.76, -2.63], [6.26, -9.32, -2.83], [4.92, -8.78, -3.00], [4.51, -7.50, -2.83], [5.55, -6.49, -2.40], [3.34, -7.19, -3.01], [6.61, -9.76, -3.77], [6.25, -10.10, -2.07], [6.95, -8.55, -2.53], [4.19, -9.40, -3.28], [5.07, -5.52, -2.31], [5.98, -6.76, -1.44], [6.34, -6.41, -3.15], [4.50, 1.59, 4.96], [3.74, 2.76, 4.56], [2.95, 3.55, 5.34], [2.84, 3.21, 6.80], [2.37, 4.50, 4.85], [5.57, 1.75, 4.76], [4.18, 0.71, 4.40], [4.38, 1.39, 6.02], [3.78, 3.04, 3.60], [2.18, 3.92, 7.28], [2.42, 2.21, 6.93], [3.82, 3.25, 7.28], [-8.12, 6.21, -8.94], [-6.92, 5.95, -8.18], [-6.64, 4.88, -7.38], [-7.70, 3.82, -7.25], [-5.56, 4.81, -6.80], [-7.89, 6.29, -10.00], [-8.57, 7.15, -8.61], [-8.85, 5.42, -8.80], [-6.17, 6.62, -8.23], [-7.32, 3.04, -6.59], [-8.61, 4.23, -6.83], [-7.92, 3.37, -8.22], [0.61, -6.08, 1.92], [1.36, -7.32, 1.81], [1.35, -8.39, 2.65], [0.46, -8.31, 3.87], [2.05, -9.37, 2.42], [-0.02, -5.96, 1.04], [1.30, -5.24, 1.96], [-0.01, -6.08, 2.81], [1.98, -7.44, 1.02], [0.57, -9.23, 4.43], [0.75, -7.48, 4.50], [-0.58, -8.20, 3.57], [-1.09, -1.56, 7.27], [-0.89, -0.13, 7.11], [-0.43, 0.77, 8.03], [-0.08, 0.23, 9.40], [-0.31, 1.94, 7.74], [-0.48, -2.11, 6.55], [-2.14, -1.81, 7.09], [-0.82, -1.87, 8.27], [-1.10, 0.29, 6.22], [0.27, 1.06, 10.01], [-0.95, -0.21, 9.88], [0.71, -0.51, 9.34]], "lowdin_charge": [-0.21, 0.56, -0.38, 0.68, -0.51, -0.26, -0.18, -0.17, -0.05, -0.32, 0.08, 0.02, 0.00, 0.00, -0.09, 0.05, 0.04, 0.11, 0.07, 0.11, 0.11, 0.13, 0.10, 0.13, -0.08, 0.02, -0.55, -0.02, 0.00, 0.07, 0.09, 0.07, 0.14, 0.08, 0.07, 0.08, -0.07, 0.01, -0.58, -0.02, 0.01, 0.08, 0.08, 0.08, 0.14, 0.08, 0.07, 0.09, -0.07, 0.01, -0.54, 0.00, 0.02, 0.08, 0.08, 0.07, 0.14, 0.07, 0.09, 0.09, -0.08, 0.00, -0.55, -0.01, 0.02, 0.08, 0.08, 0.07, 0.13, 0.08, 0.07, 0.08, -0.08, 0.01, -0.54, -0.01, 0.02, 0.08, 0.08, 0.07, 0.14, 0.08, 0.08, 0.08, -0.07, 0.01, -0.56, -0.01, 0.03, 0.08, 0.08, 0.07, 0.13, 0.08, 0.08, 0.08, -0.08, 0.00, -0.56, -0.01, 0.03, 0.08, 0.08, 0.07, 0.14, 0.08, 0.08, 0.08], "charge": 0, "gap_ha": 0.28214, "smiles": "NP(O)#[PH]CCCCOC=O.CNC(C)=O.CNC(C)=O.CNC(C)=O.CNC(C)=O.CNC(C)=O.CNC(C)=O.CNC(C)=O"}



3.
{"formula": "C4H14NO2", "method": "ωB97M-V with the def2-TZVPD basis set", "species": ["C", "N", "C", "C", "C", "H", "H", "H", "H", "H", "H", "H", "H", "H", "H", "H", "H", "O", "H", "H", "O"], "coordinates": [[1.18, -1.58, 0.84], [-0.19, -1.65, 0.08], [-1.22, -1.18, 1.04], [-0.53, -0.21, 1.96], [1.01, -0.58, 1.97], [1.40, -2.64, 1.06], [1.85, -1.24, 0.04], [-0.17, -2.62, -0.21], [-0.14, -0.99, -0.70], [-1.77, -2.00, 1.55], [-2.11, -0.81, 0.53], [-0.57, 0.79, 1.52], [-0.85, -0.26, 3.00], [1.29, -0.82, 2.98], [1.57, 0.29, 1.67], [1.17, 0.99, -1.87], [0.01, 1.73, -1.59], [0.48, 0.97, -1.19], [-0.98, 2.75, -4.09], [-0.76, 4.09, -3.60], [-0.62, 3.17, -3.29]], "nbo_charge": [-0.20, -0.52, -0.26, -0.42, -0.43, 0.22, 0.23, 0.44, 0.47, 0.24, 0.25, 0.24, 0.25, 0.25, 0.24, 0.49, 0.51, -0.99, 0.48, 0.49, -0.96], "relative_energy_ev": 1.024, "charge": 1, "gap_ha": 0.43610}



4.
{"formula": "C14H33N5O8P2Ti", "method": "ωB97M-V with the def2-TZVPD basis set", "species": ["Ti", "O", "C", "C", "N", "C", "C", "O", "O", "C", "C", "O", "O", "H", "H", "H", "H", "H", "H", "H", "H", "H", "C", "N", "C", "P", "O", "O", "P", "O", "N", "C", "C", "N", "C", "C", "N", "C", "C", "H", "H", "H", "H", "H", "H", "H", "H", "H", "H", "H", "H", "H", "H", "H", "H", "H", "H", "H", "H", "H", "H", "H", "H"], "coordinates": [[-1.09, -0.24, -1.19], [-1.58, -0.38, -3.27], [-2.86, 0.24, -3.55], [-3.80, -0.23, -2.47], [-3.30, 0.13, -1.12], [-3.52, 1.55, -0.77], [-2.17, 2.26, -0.63], [-2.02, 3.22, 0.08], [-1.23, 1.69, -1.36], [-3.80, -0.82, -0.11], [-2.97, -2.11, -0.16], [-3.33, -3.11, 0.39], [-1.82, -1.96, -0.79], [-0.93, -0.13, -3.93], [-3.21, -0.07, -4.53], [-2.73, 1.33, -3.53], [-3.87, -1.32, -2.52], [-4.80, 0.18, -2.64], [-4.07, 1.65, 0.16], [-4.09, 2.06, -1.55], [-4.86, -1.04, -0.21], [-3.62, -0.39, 0.87], [1.32, -3.03, 1.09], [0.55, -2.08, 1.88], [-0.56, -2.68, 2.63], [0.45, -0.48, 1.63], [-0.70, 0.03, 0.81], [1.83, -0.17, 0.83], [2.00, 0.26, -0.72], [0.92, -0.41, -1.53], [3.44, -0.26, -1.26], [4.69, 0.32, -0.76], [3.59, -1.54, -1.94], [2.03, 1.87, -0.66], [1.51, 2.69, 0.44], [2.10, 2.58, -1.94], [0.47, 0.29, 3.04], [1.26, -0.19, 4.18], [-0.37, 1.46, 3.32], [1.73, -3.79, 1.76], [2.14, -2.54, 0.58], [0.68, -3.53, 0.35], [-0.16, -3.41, 3.34], [-1.27, -3.17, 1.96], [-1.10, -1.91, 3.20], [4.51, 1.29, -0.32], [5.38, 0.43, -1.59], [5.15, -0.34, -0.01], [2.63, -1.89, -2.30], [4.03, -2.29, -1.28], [4.26, -1.41, -2.80], [1.62, 2.18, 1.39], [0.46, 2.95, 0.28], [2.10, 3.61, 0.48], [2.50, 1.93, -2.72], [2.76, 3.44, -1.84], [1.11, 2.92, -2.24], [1.97, -0.95, 3.85], [0.61, -0.62, 4.95], [1.81, 0.64, 4.61], [-0.82, 1.84, 2.40], [0.24, 2.24, 3.77], [-1.17, 1.20, 4.01]], "lowdin_spin": [0.93, 0.01, 0.00, 0.00, 0.00, 0.00, 0.00, 0.00, 0.00, 0.00, 0.00, 0.00, -0.01, 0.00, 0.00, 0.00, 0.00, 0.00, 0.00, 0.00, 0.00, 0.00, 0.00, 0.00, 0.00, 0.00, 0.02, 0.00, 0.00, 0.02, 0.00, 0.00, 0.00, 0.00, 0.00, 0.00, 0.00, 0.00, 0.00, 0.00, 0.00, 0.00, 0.00, 0.00, 0.00, 0.00, 0.00, 0.00, 0.00, 0.00, 0.00, 0.00, 0.00, 0.00, 0.00, 0.00, 0.00, 0.00, 0.00, 0.00, 0.00, 0.00, 0.00], "relative_energy_ev": 0.000, "s2": 0.752, "charge": 1, "gap_ha": [0.32165, 0.37531], "multiplicity": 2}



Number 1: total energy -375.01270 a.u.. Number 2: total energy -2901.11677 a.u.. Number 3: total energy -365.79310 a.u.. Number 4: total energy -2961.33205 a.u..